[1]
Density functional theory data (ωB97M-V/def2-TZVPD) for a 5-piece molecular cluster, C24H30BrF9NO13 overall at a distorted geometry.

Computed properties:
* highest occupied orbital energy: -12.5 eV
* total charge: +1
* lowest unoccupied orbital energy: -5.33 eV
* gap between HOMO and LUMO: 0.2637 hartree

Each line ends with the Mulliken charge.
CARTESIAN COORDINATES (ANGSTROEM)
C: -3.40 -0.47 3.02  -0.53
O: -3.24 0.76 2.23  -0.16
C: -2.46 1.79 2.94  -0.41
C: -1.56 2.57 1.82  0.38
C: -0.36 3.51 2.42  -1.10
C: 0.69 2.75 3.42  -0.45
C: 1.75 1.74 2.67  -0.54
C: 1.92 0.27 3.37  -0.26
N: 1.29 -0.02 4.72  0.06
C: 0.85 -1.29 4.99  -0.16
C: 1.26 -2.13 3.62  -0.66
C: 1.73 -1.08 2.40  -0.36
Br: -0.06 -0.83 1.46  0.18
C: 3.02 -1.58 1.50  1.00
F: 4.11 -0.54 1.46  -0.30
F: 3.69 -2.81 2.06  -0.31
C: 2.67 -1.93 -0.06  0.37
F: 1.71 -3.07 -0.24  -0.22
F: 3.97 -2.41 -0.67  -0.22
F: 2.30 -0.72 -0.88  -0.21
H: -4.42 -0.51 3.63  0.26
H: -3.47 -1.36 2.23  0.18
H: -2.50 -0.73 3.72  0.14
H: -3.25 2.56 3.38  0.24
H: -1.86 1.35 3.85  0.19
H: -1.11 1.87 0.98  -0.11
H: -2.32 3.30 1.24  0.20
H: 0.28 3.91 1.50  0.28
H: -0.80 4.43 3.03  0.34
H: 0.07 2.27 4.28  0.25
H: 1.35 3.60 3.93  0.28
H: 1.46 1.69 1.52  0.34
H: 2.81 2.28 2.69  0.36
H: 3.08 0.28 3.66  0.37
H: 1.16 0.75 5.43  0.40
H: 0.33 -1.65 5.98  0.36
H: 2.05 -2.88 4.03  0.34
H: 0.35 -2.78 3.24  0.46
C: -3.85 0.70 -1.87  -0.43
C: -4.76 1.87 -1.73  0.51
O: -3.98 2.82 -1.04  -0.33
C: -2.69 2.54 -1.38  0.69
O: -1.75 3.30 -1.21  -0.57
O: -2.58 1.30 -1.97  -0.31
F: -5.84 1.57 -0.98  -0.31
H: -3.88 0.04 -0.99  0.21
H: -4.08 0.10 -2.76  0.33
H: -5.09 2.30 -2.69  0.16
C: 3.04 -3.37 -3.23  0.14
C: 1.68 -3.92 -3.48  0.40
O: 1.75 -4.41 -4.79  -0.32
C: 3.06 -4.77 -4.97  0.53
O: 3.46 -5.48 -5.87  -0.53
O: 3.86 -4.23 -4.00  -0.32
F: 0.75 -2.94 -3.44  -0.29
H: 3.16 -2.35 -3.59  0.25
H: 3.32 -3.41 -2.17  -0.17
H: 1.39 -4.73 -2.80  0.32
C: -7.75 4.92 -3.50  -0.41
C: -8.96 4.09 -3.77  0.31
O: -8.46 3.01 -4.51  -0.30
C: -7.17 2.86 -4.10  0.72
O: -6.49 1.86 -4.31  -0.54
O: -6.73 3.95 -3.41  -0.30
F: -9.85 4.76 -4.53  -0.28
H: -7.52 5.61 -4.32  0.28
H: -7.83 5.50 -2.57  0.26
H: -9.45 3.72 -2.86  0.29
C: 7.16 -3.42 -1.01  -0.15
C: 8.51 -3.12 -1.56  0.30
O: 9.03 -2.16 -0.67  -0.29
C: 8.44 -2.43 0.53  0.63
O: 8.83 -2.00 1.60  -0.54
O: 7.35 -3.26 0.38  -0.29
F: 8.42 -2.56 -2.79  -0.28
H: 6.40 -2.71 -1.35  0.07
H: 6.82 -4.43 -1.24  0.27
H: 9.18 -3.99 -1.60  0.30

***

[2]
Density functional theory data (ωB97M-V/def2-TZVPD) for C24H30Cl2HfN3O5 as an isolated structure at a distorted geometry.

Computed properties:
* highest occupied orbital energy: -3.9 eV
* total charge: -1
* lowest unoccupied orbital energy: 2.71 eV
* gap between HOMO and LUMO: 0.2412 hartree
* ΔE to the lowest compared entry with this formula, charge and spin: 99.27 kJ/mol

Each line ends with the Mulliken charge.
CARTESIAN COORDINATES (ANGSTROEM)
Hf: 9.74 12.07 12.76  1.00
C: 11.91 6.50 13.46  -0.81
N: 12.55 7.80 13.73  0.18
C: 13.70 8.16 12.86  -1.21
C: 11.66 8.84 14.12  0.50
O: 10.53 8.78 14.47  -0.58
C: 12.35 10.20 14.15  -0.64
O: 11.35 11.23 14.36  -0.09
C: 10.94 11.53 15.68  -1.40
C: 9.60 12.27 15.63  1.93
O: 8.80 11.85 14.63  -0.88
N: 8.93 11.97 16.96  -0.21
C: 9.48 12.83 18.05  -1.09
C: 7.49 12.22 16.84  -0.90
H: 12.59 5.84 12.95  0.34
H: 11.64 6.02 14.41  0.30
H: 10.95 6.66 12.86  0.19
H: 14.20 7.27 12.69  0.51
H: 13.44 8.53 11.85  0.47
H: 14.39 8.83 13.36  0.29
H: 13.15 10.27 14.93  0.37
H: 12.84 10.49 13.17  0.03
H: 10.78 10.63 16.25  0.58
H: 11.68 12.24 16.10  0.26
H: 10.47 12.41 18.10  0.29
H: 9.39 13.89 17.85  0.29
H: 9.02 12.60 18.98  0.48
H: 6.96 11.54 16.18  0.25
H: 7.14 12.15 17.87  0.41
H: 7.18 13.24 16.52  0.26
Cl: 6.34 18.08 12.70  -0.27
C: 6.85 16.45 12.85  0.10
C: 5.88 15.50 12.63  -0.47
C: 6.13 14.16 12.45  -0.03
Cl: 4.79 13.15 12.11  -0.24
C: 7.50 13.73 12.43  0.80
O: 7.76 12.48 12.08  -1.14
C: 8.50 14.70 12.83  0.18
C: 9.93 14.32 12.77  -0.58
O: 10.53 13.83 14.06  -0.37
C: 8.13 16.06 12.94  -0.41
H: 4.86 15.84 12.50  0.40
H: 10.61 15.03 12.29  0.43
H: 8.85 16.86 12.95  0.44
C: 9.88 13.80 15.35  -1.22
H: 8.99 14.37 15.36  0.49
H: 10.67 14.13 16.02  0.55
C: 13.27 12.17 10.48  -1.33
C: 12.75 10.79 10.13  1.24
C: 13.48 10.03 9.19  -0.87
C: 13.14 8.74 8.97  -0.56
C: 12.00 8.17 9.52  -0.95
C: 11.19 8.94 10.34  0.90
C: 9.86 8.49 10.92  -1.33
C: 11.58 10.26 10.69  0.20
N: 10.82 11.08 11.48  -0.61
H: 13.96 12.53 9.72  0.44
H: 13.70 12.17 11.49  0.19
H: 12.41 12.82 10.53  0.17
H: 14.40 10.44 8.69  0.24
H: 13.62 8.07 8.22  0.24
H: 11.84 7.15 9.30  0.46
H: 9.82 7.41 10.82  0.39
H: 8.99 8.93 10.46  0.36
H: 9.76 8.87 12.05  0.05

***

[3]
Density functional theory data (ωB97M-V/def2-TZVPD) for a 6-piece molecular cluster, C24H30F18O12 overall at a distorted geometry.

Computed properties:
* highest occupied orbital energy: -10.8 eV
* lowest unoccupied orbital energy: 0.75 eV
* gap between HOMO and LUMO: 0.4238 hartree
* SMILES string: CCOC(=O)C(F)(F)F.CCOC(=O)C(F)(F)F.CCOC(=O)C(F)(F)F.CCOC(=O)C(F)(F)F.CCOC(=O)C(F)(F)F.CCOC(=O)C(F)(F)F
* ΔE to the lowest compared entry with this formula, charge and spin: 60.00 kJ/mol

Each line ends with the Mulliken charge.
CARTESIAN COORDINATES (ANGSTROEM)
C: -31.76 -3.46 25.38  -1.02
C: -30.39 -4.10 25.30  -0.28
O: -29.76 -3.92 24.03  -0.27
C: -29.75 -4.95 23.19  0.44
O: -30.39 -5.95 23.29  -0.53
C: -28.82 -4.70 21.99  0.87
F: -28.12 -5.80 21.73  -0.27
F: -29.55 -4.37 20.93  -0.19
F: -27.95 -3.70 22.22  -0.28
H: -31.74 -2.42 25.07  0.29
H: -32.13 -3.57 26.40  0.39
H: -32.49 -3.94 24.73  0.23
H: -30.39 -5.15 25.58  0.35
H: -29.75 -3.57 26.01  0.31
C: -28.33 -11.88 18.76  -1.08
C: -29.53 -11.00 19.06  -0.29
O: -29.29 -9.66 18.69  -0.29
C: -30.31 -8.91 18.32  0.52
O: -31.43 -9.28 18.13  -0.50
C: -29.91 -7.43 18.14  0.89
F: -30.23 -6.77 19.27  -0.28
F: -28.59 -7.30 17.95  -0.26
F: -30.56 -6.89 17.13  -0.26
H: -28.12 -11.84 17.70  0.13
H: -28.56 -12.90 19.05  0.42
H: -27.49 -11.50 19.36  0.44
H: -29.89 -11.10 20.09  0.32
H: -30.38 -11.43 18.52  0.23
C: -34.42 -0.97 18.84  -1.30
C: -34.78 -2.41 18.54  0.03
O: -34.49 -3.32 19.61  -0.16
C: -33.21 -3.63 19.81  0.21
O: -32.28 -3.14 19.27  -0.52
C: -33.09 -4.70 20.90  0.89
F: -32.50 -4.18 21.99  -0.22
F: -34.23 -5.28 21.22  -0.24
F: -32.24 -5.67 20.49  -0.16
H: -34.75 -0.32 18.02  0.40
H: -33.36 -0.82 19.02  0.35
H: -34.97 -0.61 19.71  0.31
H: -34.30 -2.73 17.61  0.33
H: -35.85 -2.50 18.39  0.10
C: -38.20 -4.69 18.97  -1.00
C: -37.92 -6.04 18.34  -0.29
O: -36.54 -6.32 18.50  -0.21
C: -35.95 -7.03 17.54  0.09
O: -36.47 -7.47 16.56  -0.55
C: -34.44 -7.23 17.82  1.18
F: -34.14 -6.93 19.09  -0.25
F: -34.13 -8.49 17.57  -0.27
F: -33.73 -6.43 17.01  -0.27
H: -37.71 -3.91 18.39  0.12
H: -37.81 -4.62 19.99  0.30
H: -39.28 -4.51 19.00  0.43
H: -38.20 -6.01 17.29  0.37
H: -38.52 -6.81 18.82  0.28
C: -22.37 -13.58 14.43  -1.10
C: -22.69 -14.83 15.20  -0.18
O: -23.76 -14.56 16.12  -0.27
C: -24.99 -14.53 15.69  0.11
O: -25.40 -14.86 14.62  -0.53
C: -25.94 -13.95 16.77  1.16
F: -25.45 -14.09 18.01  -0.27
F: -26.14 -12.65 16.50  -0.25
F: -27.12 -14.57 16.75  -0.24
H: -23.19 -13.14 13.87  0.33
H: -21.56 -13.74 13.70  0.37
H: -21.96 -12.82 15.11  0.31
H: -21.86 -15.13 15.83  0.27
H: -22.96 -15.66 14.55  0.31
C: -33.15 -16.19 14.28  -1.16
C: -31.66 -16.06 14.01  -0.21
O: -31.05 -15.08 14.84  -0.27
C: -31.21 -13.81 14.53  0.17
O: -31.90 -13.38 13.65  -0.52
C: -30.38 -12.88 15.42  1.15
F: -31.08 -11.79 15.70  -0.28
F: -30.02 -13.46 16.58  -0.24
F: -29.26 -12.52 14.78  -0.27
H: -33.53 -17.10 13.80  0.38
H: -33.69 -15.33 13.92  0.32
H: -33.34 -16.35 15.34  0.31
H: -31.55 -15.78 12.96  0.29
H: -31.13 -16.99 14.16  0.36